19
Properties=species:S:1:pos:R:3 method="wB97M-V/def2-TZVPD" lumo_energy_ha=-0.124 gap_ev=12.11 total_charge=+1 homo_energy_ev=-15.48 spin_multiplicity=1
Li 0.18 0.00 0.01
O -1.49 -0.68 1.39
H -1.50 -1.48 1.32
H -1.64 -0.58 2.33
O -1.60 0.82 -1.30
H -2.05 1.43 -0.78
H -1.22 1.37 -2.09
O 1.63 -0.95 1.15
H 1.85 -0.66 2.00
H 1.73 -1.98 1.22
O 0.14 1.79 1.24
H -0.11 2.51 0.69
H -0.52 1.61 1.86
O -0.20 -1.87 -1.01
H -0.89 -1.39 -1.63
H 0.47 -2.36 -1.50
O 1.62 0.73 -1.34
H 1.59 1.61 -1.67
H 2.01 0.07 -1.89

***

21
Properties=species:S:1:pos:R:3 method="wB97M-V/def2-TZVPD" lumo_energy_ha=-0.114 gap_ev=10.41 total_charge=+1 homo_energy_ev=-13.51 spin_multiplicity=1
N 1.05 1.39 0.46
N -0.93 0.66 -1.59
N -1.58 0.30 0.81
N -0.82 2.82 0.29
N 3.33 0.06 0.87
N 1.34 -0.99 -0.72
N -1.49 -2.60 0.16
P -0.51 1.27 -0.05
P 1.88 0.07 0.20
H -0.81 -0.34 -1.65
H -0.51 1.00 -2.44
H -1.84 -0.59 0.36
H -2.29 0.77 1.34
H -1.83 2.85 0.11
H -2.18 -3.27 0.45
H 3.51 0.93 1.36
H 4.07 -0.62 0.75
H 1.77 -1.91 -0.81
H -0.27 3.67 0.27
H -0.58 -2.70 0.71
H -1.30 -2.76 -0.89

***

17
Properties=species:S:1:pos:R:3 method="wB97M-V/def2-TZVPD" lumo_energy_ha=-0.107 gap_ev=12.42 total_charge=+1 homo_energy_ev=-15.32 spin_multiplicity=1
N 0.65 -0.44 0.02
H 0.80 0.46 0.38
H 0.03 -0.96 0.68
H 1.59 -1.04 -0.01
H 0.22 -0.46 -0.87
H -3.82 0.77 -0.27
H -3.24 -0.23 0.71
O -2.98 0.36 -0.05
H -0.56 2.52 1.26
H 0.64 3.19 0.75
O 0.35 2.29 1.01
H 3.19 -2.46 0.54
H 3.07 -1.98 2.00
O 2.67 -1.93 1.10
H -1.55 0.10 -2.02
H -0.45 -0.16 -3.11
O -0.61 -0.04 -2.13

***

17
Properties=species:S:1:pos:R:3 method="wB97M-V/def2-TZVPD" lumo_energy_ha=-0.113 gap_ev=11.83 total_charge=+1 homo_energy_ev=-14.90 spin_multiplicity=1
N -0.55 1.07 -1.34
H -1.51 0.76 -1.13
H -0.14 0.13 -1.69
H 0.05 1.32 -0.54
H -0.49 1.73 -2.12
H 1.77 1.30 0.90
H 2.65 0.14 0.58
O 1.81 0.56 0.26
H 0.01 -1.85 -2.82
H -0.22 -1.80 -1.19
O 0.00 -1.32 -2.02
H -1.89 1.70 2.82
H -0.70 1.08 3.21
O -1.14 1.28 2.37
H 0.79 -1.37 0.62
H -0.40 -2.34 1.12
O -0.15 -1.57 0.59

***

18
Properties=species:S:1:pos:R:3 method="wB97M-V/def2-TZVPD" lumo_energy_ha="0.093 / 0.092" gap_ev="2.19 / 9.72" total_charge=-1 homo_energy_ev="0.33 / -7.22" spin_multiplicity=2
O -0.48 2.87 2.48
H 0.37 3.02 1.95
H -0.71 3.63 2.95
O 2.30 -1.35 -0.04
H 2.93 -1.44 -0.72
H 2.29 -0.30 0.10
O 2.26 2.42 1.90
H 2.24 1.42 2.10
H 2.53 3.20 2.43
O 3.07 -3.94 1.29
H 2.79 -3.10 1.09
H 2.72 -4.45 0.53
O -3.99 -2.20 -5.90
H -3.34 -2.80 -5.36
H -4.70 -2.27 -5.32
O -3.85 1.89 0.26
H -3.05 2.31 -0.12
H -3.37 1.10 0.40

***

18
Properties=species:S:1:pos:R:3 method="wB97M-V/def2-TZVPD" smiles=O.O.O.O.O.O lumo_energy_ha=-0.004 gap_ev=10.67 total_charge=0 homo_energy_ev=-10.79 spin_multiplicity=1
O -0.33 -0.05 -2.68
H -0.27 -0.87 -3.17
H 0.17 0.58 -3.21
O 1.19 -0.11 4.07
H 2.13 0.01 4.26
H 1.16 -0.40 3.16
O -0.60 0.30 0.28
H -0.07 -0.36 0.71
H -0.41 0.19 -0.65
O 1.02 -1.62 1.61
H 0.45 -2.38 1.76
H 1.71 -1.95 1.03
O 0.61 3.19 0.25
H 1.55 3.06 0.31
H 0.23 2.34 0.48
O -3.09 -0.53 -2.45
H -3.30 -1.01 -3.25
H -2.15 -0.39 -2.50

***

18
Properties=species:S:1:pos:R:3 method="wB97M-V/def2-TZVPD" smiles=O.O.O.O.O.O lumo_energy_ha=-0.003 gap_ev=10.59 total_charge=0 homo_energy_ev=-10.68 spin_multiplicity=1
O 9.09 -19.68 -6.05
H 9.31 -20.24 -6.79
H 9.18 -18.78 -6.37
O 5.86 -21.88 -4.23
H 6.04 -22.76 -4.56
H 5.72 -21.33 -5.01
O 8.09 -19.96 -3.07
H 7.35 -20.56 -2.99
H 8.32 -19.97 -4.01
O 9.72 -18.31 -1.46
H 9.25 -18.90 -2.08
H 9.29 -18.46 -0.62
O 5.41 -21.52 -1.41
H 5.30 -21.62 -2.37
H 6.31 -21.80 -1.22
O 11.95 -19.00 -3.29
H 11.71 -18.64 -4.15
H 11.14 -18.92 -2.76

***

18
Properties=species:S:1:pos:R:3 method="wB97M-V/def2-TZVPD" smiles=O.O.O.O.O.O lumo_energy_ha=0.024 gap_ev=12.18 total_charge=0 homo_energy_ev=-11.52 spin_multiplicity=1
O -0.04 -1.70 -7.05
H -0.63 -1.61 -6.28
H -0.29 -1.09 -7.75
O 7.22 -0.48 4.03
H 6.50 -0.53 4.59
H 7.90 -0.52 4.60
O -0.64 -6.36 1.68
H -1.02 -6.53 0.83
H -0.75 -5.48 1.94
O -2.97 3.32 -0.56
H -3.49 3.88 -0.03
H -2.07 3.17 -0.17
O 0.58 3.96 -2.73
H -0.36 3.92 -2.75
H 1.10 3.36 -3.18
O -3.56 1.14 3.86
H -3.51 1.35 4.82
H -3.96 0.20 4.16

***

Table of calculated total energy (Eh), in record order: -465.99739; -1073.04966; -362.68621; -362.68089; -458.55057; -458.62592; -458.63201; -458.56523